(1)
Below is a 2-piece molecular cluster, C18H37BI3N5O5 overall, with properties calculated with the ωB97M-V functional and the def2-TZVPD basis.

Bonds (Å) are listed after each position.
Cartesian coordinates (Å):
1 C -0.04 4.20 1.11  N42 1.460, H51 1.094, C53 1.520, H66 1.092
2 H -0.21 -1.50 1.49  C69 1.093
3 C 2.20 -0.58 0.91  C33 1.549, I47 2.139, H49 1.084, N67 1.507
4 C -3.83 -2.43 0.14  C14 1.515, I15 2.185, O60 1.205
5 O 1.28 -1.33 -2.03  C17 1.422, C59 1.367
6 O -1.23 2.18 -2.27  C36 1.260
7 H -3.38 1.47 2.74  N34 1.008
8 C 0.16 0.73 -3.55  H23 1.092, C36 1.556, H44 1.090, H65 1.090
9 H -3.91 1.13 1.23  N34 1.011
10 C 0.27 0.86 0.63  C20 1.531, C38 1.536, H64 1.087, N67 1.553
11 H 0.49 0.54 -1.70  C59 1.089
12 B 0.35 -3.16 0.21  O31 1.371, N58 1.433, C69 1.630
13 H 2.18 -2.32 -3.54  C17 1.086
14 C -2.33 -2.59 0.24  C4 1.515, H16 1.090, C45 1.548, H57 1.089
15 I -4.71 -3.41 -1.60  C4 2.185
16 H -2.15 -2.89 1.27  C14 1.090
17 C 2.10 -1.29 -3.19  O5 1.422, H13 1.086, H41 1.091, H46 1.091
18 H -2.59 -1.11 2.18  C62 1.087
19 H -1.57 0.29 2.44  C62 1.099
20 C 1.05 2.13 0.27  C10 1.531, H26 1.088, H39 1.095, C53 1.543
21 H 2.58 1.30 2.70  C24 1.089
22 N -2.06 -0.10 0.41  C38 1.458, C45 1.472, C62 1.463
23 H 0.23 -0.03 -2.78  C8 1.092
24 C 2.84 0.33 3.13  H21 1.089, H29 1.090, C33 1.532, H50 1.089
25 H -0.36 -4.83 1.17  N58 1.011
26 H 2.06 1.95 -0.08  C20 1.088
27 H -1.22 1.33 -0.92  C38 1.092
28 H -2.66 -1.18 -1.94  C32 1.090
29 H 2.60 0.36 4.19  C24 1.090
30 H 2.21 0.37 -1.36  C59 1.093
31 O 0.63 -3.68 -1.03  B12 1.371, H35 0.959
32 C -1.61 -1.24 -1.68  H28 1.090, H37 1.087, C45 1.531, H48 1.078
33 C 2.04 -0.77 2.44  C3 1.549, C24 1.532, H56 1.083, I68 2.127
34 N -3.58 0.72 2.09  H7 1.008, H9 1.011, C62 1.456
35 H 1.37 -4.29 -1.00  O31 0.959
36 C -0.18 2.13 -2.95  O6 1.260, C8 1.556, O52 1.242
37 H -1.19 -2.13 -2.15  C32 1.087
38 C -1.17 1.02 0.13  C10 1.536, N22 1.458, H27 1.092, H43 1.092
39 H 0.54 2.58 -0.59  C20 1.095
40 H 0.93 4.43 -0.68  N42 1.015
41 H 3.10 -0.92 -2.94  C17 1.091
42 N 0.05 4.71 -0.25  C1 1.460, H40 1.015, H54 1.019
43 H -1.54 1.89 0.68  C38 1.092
44 H -0.64 0.42 -4.22  C8 1.090
45 C -1.51 -1.34 -0.15  C14 1.548, N22 1.472, C32 1.531, C69 1.570
46 H 1.65 -0.67 -3.97  C17 1.091
47 I 3.65 -1.93 0.10  C3 2.139, I68 3.329
48 H -1.14 -0.36 -2.09  C32 1.078
49 H 2.74 0.35 0.78  C3 1.084
50 H 3.91 0.16 3.03  C24 1.089
51 H 0.01 5.01 1.84  C1 1.094
52 O 0.62 3.05 -3.19  C36 1.242
53 C 1.06 3.19 1.38  C1 1.520, C20 1.543, H55 1.092, H63 1.093
54 H -0.62 4.15 -0.77  N42 1.019
55 H 2.03 3.71 1.37  C53 1.092
56 H 1.01 -0.69 2.77  C33 1.083
57 H -2.06 -3.40 -0.43  C14 1.089
58 N 0.28 -4.07 1.32  B12 1.433, H25 1.011, H61 1.010
59 C 1.25 -0.15 -1.34  O5 1.367, H11 1.089, H30 1.093, N67 1.518
60 O -4.56 -1.92 0.96  C4 1.205
61 H 0.10 -3.67 2.23  N58 1.010
62 C -2.40 -0.10 1.83  H18 1.087, H19 1.099, N22 1.463, N34 1.456
63 H 0.91 2.77 2.38  C53 1.093
64 H 0.23 0.77 1.71  C10 1.087
65 H 1.10 0.76 -4.11  C8 1.090
66 H -1.02 3.74 1.24  C1 1.092
67 N 0.93 -0.45 0.12  C3 1.507, C10 1.553, C59 1.518, C69 1.542
68 I 2.76 -2.61 3.23  C33 2.127, I47 3.329
69 C -0.06 -1.60 0.41  H2 1.093, B12 1.630, C45 1.570, N67 1.542

The calculation puts the total energy at -61929.5513 eV. As for the molar mass: 795.0 g/mol. The net charge is 0. The value obtained for the HOMO-LUMO gap is 7.148 eV.

Atom charges from the Löwdin analysis, given in e for atoms 1 to 8: number 1, C, carries -0.28; number 2, H, carries 0.12; number 3, C, carries -0.66; number 4, C, carries -0.75; number 5, O, carries -0.22; number 6, O, carries -0.07; number 7, H, carries 0.06; number 8, C, carries -0.05

(2)
Below is a 9-piece molecular cluster, C6H28O9 overall, with properties calculated with the ωB97M-V functional and the def2-TZVPD basis.

Bonds (Å) are listed after each position.
Cartesian coordinates (Å):
1 C -0.12 -1.51 -0.17  C23 1.537, H25 1.094, C40 1.331
2 H -3.64 1.20 -0.64  O18 0.961
3 H -2.77 1.57 2.39  O20 0.979
4 H -0.51 -0.78 -4.36  O19 0.964
5 H 0.84 -0.75 3.16  O17 0.964
6 H 1.01 1.91 -3.77  O15 0.954
7 H 1.73 2.67 2.76  C16 1.077
8 H -1.36 -3.00 -1.10  C23 1.086
9 H 0.37 1.52 2.41  C16 1.105
10 C 1.70 -0.08 0.55  C11 1.540, H22 1.115, H28 1.082, C40 1.508
11 C 2.03 1.37 0.96  C10 1.540, C16 1.531, H21 1.105, H26 1.110
12 H 1.84 0.99 3.11  C16 1.129
13 O 2.46 -2.96 -2.66  H36 0.962, H41 0.958
14 H -0.62 -0.83 3.68  O17 0.967
15 O 0.47 1.63 -3.04  H6 0.954, H27 0.983
16 C 1.45 1.72 2.34  H7 1.077, H9 1.105, C11 1.531, H12 1.129
17 O 0.26 -1.21 3.79  H5 0.964, H14 0.967
18 O -3.30 2.07 -0.84  H2 0.961, H42 0.968
19 O -0.07 -0.92 -3.51  H4 0.964, H35 0.986
20 O -1.80 1.56 2.45  H3 0.979, H33 0.966
21 H 1.46 2.05 0.31  C11 1.105
22 H 2.18 -0.27 -0.44  C10 1.115
23 C -1.48 -2.00 -0.69  C1 1.537, H8 1.086, H29 1.097, O31 1.451
24 H 0.25 -2.45 2.76  O38 0.997
25 H 0.53 -2.35 0.09  C1 1.094
26 H 3.13 1.47 0.88  C11 1.110
27 H 0.30 0.67 -2.92  O15 0.983
28 H 2.19 -0.76 1.24  C10 1.082
29 H -2.22 -2.03 0.12  C23 1.097
30 H -0.09 2.63 -1.80  O34 1.000
31 O -2.04 -1.27 -1.82  C23 1.451, H37 0.964
32 H -0.99 3.80 -1.22  O34 0.961
33 H -1.54 2.42 2.09  O20 0.966
34 O -0.55 2.98 -0.98  H30 1.000, H32 0.961
35 H -0.79 -1.06 -2.85  O19 0.986
36 H 1.59 -2.56 -2.56  O13 0.962
37 H -2.39 -0.42 -1.52  O31 0.964
38 O 0.19 -3.01 1.93  H24 0.997, H39 0.959
39 H -0.18 -3.89 2.08  O38 0.959
40 C 0.25 -0.29 0.20  C1 1.331, C10 1.508, H43 1.102
41 H 3.08 -2.52 -2.07  O13 0.958
42 H -2.40 2.17 -0.49  O18 0.968
43 H -0.47 0.54 0.16  C40 1.102

As for the energy above the lowest of the compared OMol25 structures with the same formula, charge and spin: 46.59 kcal per mole. The calculation puts the total energy at -25102.7719 eV. The SMILES is CCC/C=C/CO.O.O.O.O.O.O.O.O. As for the molar mass: 244.3 g/mol. The net charge is 0. The value obtained for the HOMO-LUMO gap is 9.198 eV.

Atom charges from the Löwdin analysis, given in e for atoms 1 to 8: number 1, C, carries -0.12; number 2, H, carries 0.02; number 3, H, carries 0.06; number 4, H, carries 0.07; number 5, H, carries 0.02; number 6, H, carries 0.06; number 7, H, carries 0.07; number 8, H, carries 0.12

(3)
Below is a 2-piece molecular cluster, C9H21N3OS overall, with properties calculated with the ωB97M-V functional and the def2-TZVPD basis.

Bonds (Å) are listed after each position.
Cartesian coordinates (Å):
1 S 2.35 -0.01 0.17  C6 1.894, N11 1.624
2 H -2.99 -1.24 -0.20  N4 1.009
3 H 2.02 -1.49 1.87  C6 1.032
4 N -2.78 -0.26 -0.07  H2 1.009, C20 1.361, C33 1.500
5 H 2.51 -2.58 -2.19  C17 1.045
6 C 1.79 -0.48 1.91  S1 1.894, H3 1.032, C24 1.501, H34 1.046
7 N 1.06 3.01 0.80  C25 1.248, H28 0.982
8 H 4.49 -2.80 -0.84  C19 1.146
9 H -5.00 1.06 -2.22  C27 1.118
10 O -1.98 1.30 1.23  C20 1.205
11 N 2.82 -1.43 -0.47  S1 1.624, C17 1.495, C19 1.494
12 H -3.41 1.68 -0.76  C33 1.050
13 H 0.17 0.03 3.06  C24 1.065
14 H -1.15 -1.77 1.74  C29 1.143
15 H 2.76 -0.80 -2.50  C17 1.086
16 H -0.28 -1.17 0.44  C29 1.067
17 C 2.35 -1.59 -1.88  H5 1.045, N11 1.495, H15 1.086, H35 1.104
18 H -0.90 2.99 -0.14  C25 1.162
19 C 4.26 -1.81 -0.32  H8 1.146, N11 1.494, H26 1.126, H32 1.062
20 C -1.89 0.15 0.87  N4 1.361, O10 1.205, C29 1.502
21 H 0.32 1.05 1.79  C24 1.101
22 H -0.02 4.59 0.39  C25 1.077
23 H -4.53 0.73 0.15  C33 1.097
24 C 0.36 -0.03 2.01  C6 1.501, H13 1.065, H21 1.101, C29 1.544
25 C 0.00 3.51 0.36  N7 1.248, H18 1.162, H22 1.077
26 H 4.66 -1.78 0.73  C19 1.126
27 C -4.21 0.28 -2.04  H9 1.118, H30 1.054, H31 1.110, C33 1.523
28 H 1.20 2.05 0.64  N7 0.982
29 C -0.79 -0.78 1.29  H14 1.143, H16 1.067, C20 1.502, C24 1.544
30 H -3.50 0.38 -2.82  C27 1.054
31 H -4.65 -0.73 -2.13  C27 1.110
32 H 4.98 -1.14 -0.72  C19 1.062
33 C -3.78 0.71 -0.65  N4 1.500, H12 1.050, H23 1.097, C27 1.523
34 H 2.50 0.01 2.50  C6 1.046
35 H 1.26 -1.66 -2.02  C17 1.104

As for the energy above the lowest of the compared OMol25 structures with the same formula, charge and spin: 0.00 kcal per mole. The calculation puts the total energy at -27023.6277 eV. The SMILES is CCNC(=O)CCCSN(C)C.C=N. As for the molar mass: 219.4 g/mol. The net charge is 0. The value obtained for the HOMO-LUMO gap is 8.781 eV.

Atom charges from the Löwdin analysis, given in e for atoms 1 to 8: number 1, S, carries 0.91; number 2, H, carries 0.13; number 3, H, carries 0.05; number 4, N, carries 0.05; number 5, H, carries 0.05; number 6, C, carries -0.34; number 7, N, carries 0.04; number 8, H, carries 0.10